# 1
# C20H42O5P4Pd

A structure of composition C20H42O5P4Pd in a non-equilibrium geometry (ωB97M-V with the def2-TZVPD basis set, the Open Molecules 2025 dataset).

Geometry (Å):
P1 -3.391 1.012 0.630
C1 -4.123 0.277 2.084
H1 -4.958 0.901 2.449
H2 -3.380 0.182 2.897
H3 -4.516 -0.719 1.816
C2 -2.611 2.596 0.935
H4 -2.550 3.158 -0.012
H5 -1.594 2.439 1.329
H6 -3.213 3.162 1.660
C3 -4.520 1.209 -0.753
H7 -5.302 1.946 -0.498
H8 -5.005 0.250 -0.994
H9 -3.971 1.572 -1.638
P2 -0.175 -2.016 -2.972
C4 -0.572 -3.243 -1.668
H10 -0.586 -4.276 -2.051
H11 -1.550 -3.016 -1.230
H12 0.183 -3.168 -0.878
C5 -1.370 -2.421 -4.304
H13 -1.182 -1.763 -5.161
H14 -2.390 -2.217 -3.955
H15 -1.290 -3.469 -4.625
C6 1.377 -2.728 -3.651
H16 1.184 -3.640 -4.232
H17 2.066 -2.957 -2.830
H18 1.855 -1.979 -4.294
P3 3.664 0.392 0.855
C7 4.322 -0.579 2.202
H19 5.275 -0.120 2.513
H20 4.511 -1.614 1.870
H21 3.622 -0.596 3.056
C8 4.862 0.946 -0.363
H22 5.772 1.303 0.145
H23 4.447 1.776 -0.957
H24 5.129 0.131 -1.054
C9 2.805 1.862 1.419
H25 3.480 2.406 2.102
H26 1.872 1.611 1.948
H27 2.563 2.522 0.569
Pd1 0.255 0.911 -2.614
C10 -1.915 0.041 0.103
O1 -0.972 -0.640 0.181
C11 2.455 -0.664 -0.033
O2 1.596 -1.434 -0.247
C12 1.752 1.844 -3.789
C13 1.539 2.567 -2.622
C14 0.242 2.979 -2.287
C15 -0.840 2.615 -3.091
C16 -0.624 1.846 -4.240
C17 0.678 1.428 -4.572
H28 2.766 1.533 -4.041
H29 2.392 2.828 -1.979
H30 0.089 3.558 -1.375
H31 -1.853 2.826 -2.746
H32 -1.462 1.418 -4.785
H33 0.832 0.700 -5.363
C18 0.185 -3.117 2.386
O3 0.048 -1.685 2.420
P4 0.655 -0.714 3.599
O4 -0.122 -1.184 4.951
C19 -1.510 -1.564 5.011
O5 -0.205 0.664 3.163
C20 -0.393 1.687 4.165
H34 -0.111 -3.433 1.375
H35 -0.497 -3.593 3.108
H36 1.222 -3.447 2.574
H37 -2.092 -1.236 4.133
H38 -1.565 -2.656 5.113
H39 -1.936 -1.102 5.909
H40 -1.256 1.445 4.805
H41 0.508 1.817 4.789
H42 -0.602 2.629 3.638

As for the HOMO energy (alpha / beta): -18.5 / -18.6 eV. The max |F| comes out at 0.1851 Eh/bohr. The charge is +4. As for the expectation value of S²: 6.015. As for the HOMO-LUMO gap (alpha / beta): 7.038 / 3.918 eV. As for the multiplicity: 5.



# 2
# C20H43BF2NO8P2S

The ion C20H43BF2NO8P2S with charge +1 in a non-equilibrium geometry (ωB97M-V with the def2-TZVPD basis set, the Open Molecules 2025 dataset).

Geometry (Å):
C1 -4.400 -0.256 4.681
O1 -3.263 -0.975 5.114
C2 -2.545 -0.362 6.168
C3 -1.199 0.237 5.704
C4 -0.839 -0.096 4.257
C5 0.566 0.442 3.905
C6 0.645 1.154 2.534
C7 1.667 0.465 1.620
C8 2.240 1.321 0.489
C9 1.304 2.103 -0.447
C10 0.574 1.330 -1.564
C11 0.020 2.338 -2.605
C12 -0.220 3.776 -2.166
F1 -1.162 1.853 -3.173
C13 -0.589 0.569 -0.878
P1 -1.973 1.655 -0.244
P2 -3.288 0.196 0.670
O2 -4.285 -0.290 -0.291
O3 -3.934 1.053 1.841
O4 -2.425 -0.979 1.333
C14 -1.327 -0.477 -1.761
C15 -0.467 -0.945 -2.930
C16 1.001 -1.060 -2.582
C17 1.712 -1.652 -3.815
B1 1.299 -3.153 -4.201
O5 1.746 -4.256 -3.494
O6 0.474 -3.343 -5.274
C18 1.321 -1.965 -1.371
C19 0.404 -3.136 -1.087
F2 2.664 -2.341 -1.458
N1 1.559 0.342 -2.198
S1 2.741 1.108 -3.317
C20 4.289 0.255 -3.060
O7 2.280 1.121 -4.662
O8 2.972 2.414 -2.775
H1 -4.924 0.221 5.508
H2 -5.087 -0.968 4.227
H3 -4.118 0.479 3.921
H4 -2.363 -1.116 6.932
H5 -3.132 0.426 6.640
H6 -1.212 1.322 5.813
H7 -0.395 -0.148 6.329
H8 -1.594 0.250 3.555
H9 -0.817 -1.183 4.181
H10 0.934 1.099 4.691
H11 1.234 -0.419 3.897
H12 -0.336 0.999 2.085
H13 0.850 2.216 2.649
H14 1.232 -0.478 1.284
H15 2.516 0.168 2.237
H16 3.001 0.724 -0.034
H17 2.842 2.085 0.983
H18 0.586 2.623 0.181
H19 1.911 2.900 -0.862
H20 0.671 2.436 -3.470
H21 -0.645 3.911 -1.179
H22 0.715 4.326 -2.242
H23 -0.888 4.205 -2.906
H24 -0.214 0.015 -0.018
H25 -1.502 2.369 0.878
H26 -4.871 0.828 1.921
H27 -2.974 -1.777 1.339
H28 -2.235 -0.040 -2.171
H29 -1.647 -1.316 -1.152
H30 -0.551 -0.276 -3.785
H31 -0.865 -1.896 -3.269
H32 2.794 -1.661 -3.723
H33 1.392 -1.069 -4.675
H34 2.652 -4.477 -3.715
H35 -0.293 -3.890 -5.092
H36 1.297 -1.357 -0.464
H37 -0.212 -3.460 -1.920
H38 -0.257 -2.895 -0.259
H39 1.000 -3.988 -0.773
H40 2.210 0.085 -1.443
H41 4.273 -0.209 -2.076
H42 5.053 1.012 -3.182
H43 4.408 -0.525 -3.805

The SMILES is COCCCCCCCC[C@]1([C@H](C)F)[C@@H](PP(=O)(O)O)CC[C@](CB(O)O)([C@@H](C)F)[N@H+]1S(C)(=O)=O. As for the HOMO energy: -11.5 eV. The energy relative to the best compared isomer or geometry (same formula, charge and spin) comes out at 0.0 kJ/mol. The max |F| comes out at 0.0648 Eh/bohr. The charge is +1. As for the HOMO-LUMO gap: 8.949 eV. As for the multiplicity: 1.



# 3
# C20H43F6N6O10S2

A cluster of 7 separate species, C20H43F6N6O10S2 in total in a non-equilibrium geometry (ωB97M-V with the def2-TZVPD basis set, the Open Molecules 2025 dataset).

Geometry (Å):
C1 -10.431 5.002 -10.209
C2 -11.292 4.175 -9.335
O1 -10.846 3.365 -8.587
N1 -12.748 4.391 -9.513
H1 -12.942 5.193 -10.096
H2 -13.255 3.790 -10.147
C3 -13.451 4.468 -8.149
H3 -9.431 4.858 -9.798
H4 -10.534 6.079 -10.076
H5 -10.547 4.832 -11.280
H6 -14.429 4.663 -8.589
H7 -13.068 5.379 -7.690
H8 -13.343 3.554 -7.565
C4 -2.059 1.189 -5.179
C5 -3.518 1.752 -5.303
O2 -4.276 1.843 -4.334
N2 -4.171 1.868 -6.691
H9 -3.648 1.233 -7.275
H10 -5.130 1.584 -6.552
C6 -4.184 3.336 -7.237
H11 -1.391 1.749 -5.833
H12 -2.095 0.170 -5.563
H13 -1.659 1.156 -4.165
H14 -3.613 3.963 -6.553
H15 -5.227 3.651 -7.201
H16 -3.754 3.203 -8.230
C7 -2.558 7.308 -7.624
C8 -1.873 6.319 -8.507
O3 -1.598 5.203 -8.144
N3 -1.421 6.839 -9.892
H17 -2.169 7.323 -10.369
H18 -0.739 7.563 -9.717
C9 -0.930 5.742 -10.902
H19 -2.503 6.711 -6.713
H20 -3.591 7.536 -7.886
H21 -1.941 8.205 -7.582
H22 -1.670 4.942 -10.907
H23 0.033 5.490 -10.459
H24 -0.850 6.216 -11.880
C10 -7.811 9.059 -7.881
C11 -9.041 9.899 -7.694
O4 -9.869 9.742 -6.785
N4 -9.157 10.932 -8.818
H25 -8.853 11.845 -8.509
H26 -8.597 10.676 -9.618
C12 -10.554 10.975 -9.375
H27 -6.934 9.692 -7.745
H28 -7.746 8.719 -8.915
H29 -7.717 8.216 -7.197
H30 -10.797 11.569 -10.256
H31 -11.198 11.313 -8.563
H32 -10.725 9.962 -9.738
C13 -5.195 6.302 -5.008
C14 -5.960 5.038 -4.385
N5 -5.855 5.040 -2.942
C15 -4.756 4.589 -2.146
C16 -5.193 4.499 -0.819
N6 -6.446 5.071 -0.700
C17 -6.818 5.434 -2.041
C18 -7.202 5.337 0.467
H33 -4.122 6.214 -4.839
H34 -5.463 7.287 -4.626
H35 -5.284 6.165 -6.086
H36 -5.540 4.067 -4.647
H37 -7.013 5.031 -4.666
H38 -3.886 4.216 -2.666
H39 -4.714 4.212 0.106
H40 -7.782 5.816 -2.343
H41 -7.034 4.458 1.088
H42 -8.250 5.479 0.204
H43 -6.752 6.188 0.980
C19 -5.738 5.472 -9.634
F1 -6.590 4.526 -9.345
F2 -6.441 6.581 -10.132
F3 -5.089 5.832 -8.563
S1 -4.604 4.791 -11.005
O5 -3.771 3.688 -10.497
O6 -5.410 4.300 -12.115
O7 -3.963 6.003 -11.502
C20 -7.981 8.503 -13.407
F4 -7.381 7.443 -12.831
F5 -6.998 9.350 -13.782
F6 -8.747 8.158 -14.429
S2 -9.153 9.375 -12.149
O8 -8.242 10.035 -11.243
O9 -9.949 10.309 -12.952
O10 -9.976 8.384 -11.473

As for the HOMO energy: -14.2 eV. The max |F| comes out at 0.1396 Eh/bohr. The charge is +3. As for the HOMO-LUMO gap: 6.481 eV. As for the multiplicity: 1.